Entry 1:
{
  "formula": "C4H10N2O",
  "method": "ωB97M-V/def2-TZVPD",
  "species": ["C", "N", "C", "C", "C", "N", "O", "H", "H", "H", "H", "H", "H", "H", "H", "H", "H"],
  "coordinates": [[1.50541, -0.79094, 0.62826], [0.99039, -0.25281, -0.64904], [-0.47907, -0.04897, -0.60013], [-1.31667, -1.19997, -0.07529], [-0.83280, 1.32399, -0.02534], [0.15903, 2.25572, -0.14582], [-1.70756, 1.38353, 0.82990], [1.21116, -1.80499, 0.93680], [1.05471, -0.17689, 1.41138], [2.59175, -0.64106, 0.60012], [1.19432, -0.82354, -1.45604], [-0.78275, -0.07926, -1.67203], [-1.10294, -1.25042, 1.00360], [-2.34711, -0.83242, -0.10437], [-1.27465, -2.14533, -0.60421], [1.08667, 1.87018, -0.20577], [0.05012, 3.21316, 0.12797]],
  "forces_ev_per_angstrom": [[-0.030, 0.592, -0.361], [-0.871, -0.205, 0.865], [0.196, -0.810, -3.206], [-0.624, 1.400, 1.823], [1.130, -1.218, 3.262], [-0.093, 0.065, -0.902], [-0.742, 0.754, -1.316], [0.268, -0.062, -0.617], [0.366, 0.266, 0.092], [-0.257, -0.346, 0.401], [0.253, -0.202, 0.194], [0.312, 0.754, 0.305], [-0.175, -0.747, -0.263], [0.002, -0.257, -0.058], [0.505, 0.024, -0.044], [0.042, 0.086, -0.630], [-0.282, -0.097, 0.455]],
  "mulliken_charge": [-0.896, -0.492, 0.439, -1.383, 0.261, -0.361, -0.596, 0.314, 0.322, 0.323, 0.296, 0.254, 0.323, 0.405, 0.338, 0.235, 0.220],
  "de_lowest_kcal_mol": 34.0,
  "smiles": "CN[C@@H](C)C(N)=O",
  "homo_ev": -9.22,
  "orbital_gap_ev": 10.16
}

Entry 2:
{
  "formula": "C4H10N2O",
  "method": "ωB97M-V/def2-TZVPD",
  "species": ["C", "C", "O", "H", "H", "H", "H", "H", "H", "C", "C", "N", "N", "H", "H", "H", "H"],
  "coordinates": [[0.59254, -1.71723, 0.85617], [1.38907, 0.66677, -0.01831], [-0.00241, -1.37418, 1.87566], [-0.86781, 0.18141, 1.86287], [0.06107, -2.17558, 0.00761], [1.68863, -1.80538, 0.80882], [1.85601, 0.65983, 0.97104], [1.51402, 1.67746, -0.41401], [1.83360, 0.02917, -0.76926], [-1.22632, 0.19941, -0.76852], [-1.05769, 0.09963, -2.08723], [-0.44321, 0.97507, 0.06953], [-0.91652, 1.06747, 1.32554], [-0.48427, 1.84330, 1.81914], [-1.98278, -0.38894, -0.25926], [-1.68743, -0.55393, -2.66989], [-0.26651, 0.61571, -2.60991]],
  "forces_ev_per_angstrom": [[-0.889, -0.768, 1.715], [-2.266, 2.691, -0.362], [1.166, -0.771, -1.488], [0.029, 0.825, -0.273], [-0.123, 0.429, -0.121], [-0.036, 0.330, 0.145], [-0.540, -0.449, -0.062], [0.408, -0.137, 0.116], [-0.491, -0.769, -0.009], [0.217, -0.642, -0.478], [0.035, -0.179, 0.153], [3.415, -0.415, -0.757], [-0.399, -0.192, 1.585], [-0.188, -0.239, -0.131], [-0.300, 0.145, -0.059], [-0.086, -0.024, 0.022], [0.048, 0.166, 0.004]],
  "mulliken_charge": [-0.157, -1.048, -0.525, 0.319, 0.306, 0.326, 0.362, 0.375, 0.351, -0.146, -0.727, -0.071, -0.596, 0.248, 0.438, 0.264, 0.281],
  "de_lowest_kcal_mol": 131.8,
  "homo_ev": -7.89,
  "orbital_gap_ev": 8.41
}

Entry 3:
{
  "formula": "C4H10N2O",
  "method": "ωB97M-V/def2-TZVPD",
  "species": ["C", "C", "C", "C", "N", "N", "O", "H", "H", "H", "H", "H", "H", "H", "H", "H", "H"],
  "coordinates": [[1.08597, 1.83894, -1.34834], [-0.82822, -1.24407, 1.56926], [0.50058, -1.84068, 1.32986], [-0.79229, 0.38387, -1.47421], [0.03316, 0.98654, 0.55914], [0.16261, 1.15487, -0.70980], [-1.76687, -1.28849, 0.84473], [1.76013, 2.36772, -0.83220], [0.81586, 1.90123, -2.38737], [-0.97521, -0.54296, 2.50179], [1.22747, -1.08169, 1.12634], [0.56320, -2.54690, 0.58065], [0.94781, -2.30413, 2.07585], [-1.87212, 0.43239, -0.96428], [-0.91525, 0.83569, -2.49949], [-0.65225, -0.67063, -1.35444], [0.70541, 1.61832, 0.98251]],
  "forces_ev_per_angstrom": [[-3.563, -2.081, -2.322], [-0.019, 2.182, 2.253], [-0.792, 2.066, -1.717], [-4.011, 1.000, -0.144], [-0.066, 0.547, 0.657], [0.618, -0.045, 0.332], [-1.164, -1.040, -1.186], [2.403, 1.859, 1.644], [0.871, 0.423, -0.230], [0.756, -1.335, -0.956], [0.105, 0.881, -0.435], [-0.483, -1.271, -2.146], [1.396, -2.148, 4.376], [2.440, 0.493, -0.887], [0.448, -1.051, 0.998], [0.806, -0.517, -0.550], [0.253, 0.035, 0.314]],
  "mulliken_charge": [-0.245, 0.317, -1.322, -0.841, -0.847, 0.502, -0.470, 0.271, 0.147, 0.225, 0.327, 0.382, 0.545, 0.273, 0.298, 0.309, 0.129],
  "de_lowest_kcal_mol": 120.0,
  "homo_ev": -7.95,
  "orbital_gap_ev": 8.92
}

Entry 4:
{
  "formula": "C4H10N2O",
  "method": "ωB97M-V/def2-TZVPD",
  "species": ["C", "C", "C", "O", "H", "H", "H", "H", "H", "H", "N", "C", "N", "H", "H", "H", "H"],
  "coordinates": [[-1.75109, 0.93330, 0.00773], [0.90344, 1.32752, 0.63308], [0.08018, 0.94650, -0.56029], [0.22618, 1.27712, -1.69491], [0.55775, 0.83694, 1.53904], [1.94209, 1.05641, 0.43795], [-1.76007, 2.01326, 0.14999], [-2.41768, 0.72848, -0.83080], [-2.08347, 0.52193, 0.96521], [0.83741, 2.40871, 0.76006], [-0.00340, -1.04908, -0.50744], [0.74634, -1.85778, 0.32857], [1.48193, -2.84960, 0.03636], [-0.98190, -0.40187, -0.17956], [0.03067, -1.28787, -1.49369], [1.49174, -3.04612, -0.96620], [0.69989, -1.55784, 1.37489]],
  "forces_ev_per_angstrom": [[1.277, 1.244, -0.445], [0.301, -0.433, -0.071], [-2.162, 1.457, 0.515], [0.114, -0.268, 0.064], [-0.010, -0.002, -0.003], [0.005, 0.049, 0.058], [-0.085, 0.091, -0.029], [0.035, -0.213, 0.070], [0.087, -0.295, -0.105], [-0.070, -0.044, -0.078], [-1.750, 0.503, 0.518], [-0.084, -0.142, 0.076], [0.079, 0.190, -0.035], [2.566, -2.130, -0.712], [-0.084, 0.012, 0.109], [-0.119, 0.017, 0.037], [-0.101, -0.035, 0.030]],
  "mulliken_charge": [-1.316, -1.185, 0.811, -0.577, 0.282, 0.345, 0.440, 0.363, 0.378, 0.371, -0.504, 0.251, -0.661, 0.337, 0.167, 0.208, 0.289],
  "de_lowest_kcal_mol": 99.9,
  "homo_ev": -9.25,
  "orbital_gap_ev": 10.03
}

Entry 5:
{
  "formula": "C4H10N2O",
  "method": "ωB97M-V/def2-TZVPD",
  "species": ["C", "C", "N", "C", "N", "C", "O", "H", "H", "H", "H", "H", "H", "H", "H", "H", "H"],
  "coordinates": [[1.64784, 0.67165, -0.33055], [-1.35881, 0.58841, 1.53841], [-1.24068, -0.43476, 0.66800], [-0.59933, -0.51693, -0.48656], [-0.49589, -1.75441, -1.15764], [0.18301, 0.63450, -0.99288], [1.71913, 0.08870, 0.94546], [1.14297, 0.57080, 1.55143], [-1.66109, -1.30611, 0.97861], [0.44114, -1.96345, -1.48633], [-0.81945, -2.54006, -0.60815], [2.04362, 1.69492, -0.33085], [2.30688, 0.05092, -0.96050], [-1.16204, 1.58921, 1.20188], [-2.11864, 0.47823, 2.29048], [0.28970, 0.57959, -2.07604], [-0.31835, 1.56878, -0.74477]],
  "forces_ev_per_angstrom": [[-0.515, -0.471, -0.856], [-0.119, 0.911, 1.118], [0.655, -0.907, -1.780], [-0.143, -0.248, 0.745], [-0.140, -0.017, -0.012], [0.972, 0.186, 0.806], [0.033, -0.020, 0.019], [-0.262, -0.051, 0.098], [0.095, 0.168, -0.003], [-0.053, 0.168, 0.116], [-0.026, 0.012, -0.042], [-0.164, -0.069, -0.111], [-0.124, 0.315, 0.187], [0.119, 0.119, -0.240], [-0.139, -0.122, 0.028], [-0.018, -0.003, 0.001], [-0.171, 0.030, -0.072]],
  "mulliken_charge": [-0.435, -0.874, -0.068, 0.704, -0.593, -0.948, -0.535, 0.336, 0.200, 0.226, 0.206, 0.296, 0.294, 0.225, 0.263, 0.376, 0.327],
  "de_lowest_kcal_mol": 83.9,
  "homo_ev": [-6.01, -6.01],
  "orbital_gap_ev": [6.84, 6.84]
}

Entry 6:
{
  "formula": "C4H10N2O",
  "method": "ωB97M-V/def2-TZVPD",
  "species": ["N", "C", "C", "N", "C", "C", "O", "H", "H", "H", "H", "H", "H", "H", "H", "H", "H"],
  "coordinates": [[1.40517, -0.51240, -1.96084], [1.63565, 0.54639, -0.89421], [0.42140, 0.94938, -0.09389], [-0.16286, -0.26834, 0.51056], [-1.45603, -0.05583, 1.07193], [-1.98929, -1.20213, 1.83385], [-3.12754, -1.76842, 1.80562], [2.33514, -0.97615, -2.18235], [1.31286, 0.05224, -2.85494], [2.34663, 1.35541, -1.15393], [2.21615, -0.04450, -0.07350], [-0.29586, 1.44626, -0.83838], [0.66689, 1.74748, 0.66129], [-0.33593, -0.86672, -0.33632], [-1.65459, 0.95886, 1.65357], [-2.01555, 0.08312, 0.21004], [-1.30226, -1.44464, 2.64148]],
  "forces_ev_per_angstrom": [[1.302, 1.985, -1.555], [2.654, -2.593, 2.172], [-1.236, 0.962, -1.110], [1.687, -0.133, -0.908], [-1.472, 2.268, -0.031], [-3.672, -1.816, 1.706], [4.232, 2.383, -0.636], [-1.448, 0.581, 0.871], [-0.407, -0.967, 1.154], [-0.838, -0.110, -0.239], [-0.563, 0.916, -1.346], [0.341, -0.454, 0.961], [-0.096, -1.015, -0.547], [0.574, 0.388, 1.239], [0.962, -2.138, -0.631], [-2.340, 0.492, -1.409], [0.320, -0.750, 0.307]],
  "mulliken_charge": [-0.652, -0.617, -0.460, -0.445, -0.519, -0.016, -0.506, 0.263, 0.238, 0.405, 0.297, 0.280, 0.348, 0.314, 0.343, 0.407, 0.321],
  "de_lowest_kcal_mol": 75.3,
  "smiles": "NCCNCC=O",
  "homo_ev": -9.35,
  "orbital_gap_ev": 10.15
}

Entry 7:
{
  "formula": "C4H10N2O",
  "method": "ωB97M-V/def2-TZVPD",
  "species": ["C", "C", "N", "C", "C", "N", "O", "H", "H", "H", "H", "H", "H", "H", "H", "H", "H"],
  "coordinates": [[-0.07099, 2.10977, 0.22749], [0.69978, 0.96904, -0.37567], [-0.10453, 0.04914, -1.16477], [-1.19709, -0.78005, -0.68144], [-0.82577, -1.73779, 0.45536], [-0.05208, -1.14002, 1.49041], [1.83871, 0.78668, -0.23051], [-0.91731, 1.78303, 0.84239], [0.66267, 2.68031, 0.79065], [-0.44039, 2.82752, -0.52667], [-0.23459, 0.16627, -2.18807], [-1.99704, -0.10297, -0.31583], [-1.47453, -1.41607, -1.52728], [-1.72115, -2.15032, 0.89974], [-0.22862, -2.59190, 0.08469], [0.83110, -0.75643, 1.18858], [0.17434, -1.86804, 2.15082]],
  "forces_ev_per_angstrom": [[-0.140, 0.592, -0.369], [-1.927, 1.743, 0.626], [-1.881, -1.057, -1.105], [0.872, -0.542, -0.016], [0.916, -0.560, 0.124], [0.149, 0.503, 0.554], [2.232, -0.828, -0.187], [0.280, -0.002, -0.080], [-0.071, -0.121, 0.363], [-0.041, -0.546, 0.001], [0.932, 0.314, 0.643], [0.095, -0.219, -0.271], [-0.564, 0.501, 0.090], [-0.392, -0.014, -0.101], [-0.566, 0.213, -0.768], [0.194, -0.149, -0.124], [-0.087, 0.173, 0.620]],
  "mulliken_spin": [0.027, -0.021, 0.751, 0.000, 0.074, 0.109, 0.018, -0.004, 0.008, 0.002, -0.031, 0.064, 0.003, -0.007, 0.013, -0.003, -0.001],
  "de_lowest_kcal_mol": 36.5,
  "multiplicity": 2,
  "s_squared": 0.76,
  "homo_ev": [-14.39, -13.90],
  "orbital_gap_ev": [10.57, 5.44],
  "total_charge": 1
}

Entry 8:
{
  "formula": "C4H10N2O",
  "method": "ωB97M-V/def2-TZVPD",
  "species": ["N", "C", "C", "C", "O", "C", "N", "H", "H", "H", "H", "H", "H", "H", "H", "H", "H"],
  "coordinates": [[-0.74121, -1.77563, -0.52244], [0.00609, -0.39797, -0.45730], [1.25163, -0.71471, 0.32538], [2.13873, 0.40048, 0.76306], [2.10590, 1.04850, 1.80843], [-0.97602, 0.61913, 0.18412], [-1.87365, 1.23104, -0.76742], [-0.26707, -2.04304, -1.31866], [-1.65975, -1.41864, -0.83577], [0.32024, 0.16514, -1.28152], [0.94352, -1.10797, 1.26143], [1.88421, -1.43279, -0.11313], [3.14160, 0.36566, 0.13160], [-0.44829, 1.38293, 0.82279], [-1.52429, 0.17572, 1.04006], [-2.76810, 1.30384, -0.21385], [-1.53353, 2.19831, -0.82679]],
  "forces_ev_per_angstrom": [[0.198, 4.372, 0.790], [-1.855, -0.032, 2.329], [-1.238, 0.087, 1.285], [2.593, 1.448, 2.152], [-0.305, -1.571, -3.469], [0.684, -0.369, 2.512], [-0.811, 0.755, 1.897], [0.686, -2.123, -2.394], [0.218, -0.790, 0.088], [0.120, -0.182, -2.426], [-0.488, -0.678, 1.091], [0.742, -0.754, -0.983], [-1.262, 0.837, 0.981], [0.424, -0.153, -0.875], [-0.025, -0.586, -0.812], [0.852, 0.073, -1.406], [-0.534, -0.334, -0.761]],
  "mulliken_spin": [0.064, 0.021, 0.109, -0.015, 0.596, 0.011, 0.082, 0.000, 0.003, 0.001, -0.001, 0.001, 0.114, 0.015, 0.000, -0.002, 0.001],
  "de_lowest_kcal_mol": 86.6,
  "multiplicity": 2,
  "s_squared": 0.76,
  "homo_ev": [-14.52, -13.93],
  "orbital_gap_ev": [8.69, 4.18],
  "total_charge": 1
}

no.,F_max (eV/A),E_tot (a.u.)
1,3.66,-343.14733
2,3.54,-342.99141
3,5.07,-343.01026
4,3.41,-343.04228
5,2.10,-343.06780
6,4.90,-343.08145
7,2.67,-342.81044
8,4.45,-342.73049